{"formula": "C26H19N2O7PRuS", "method": "ωB97M-V with the def2-TZVPD basis set", "symbols": ["N", "C", "H", "O", "H", "S", "H", "C", "O", "H", "C", "H", "Ru", "C", "H", "H", "C", "C", "C", "C", "H", "H", "C", "C", "H", "H", "H", "H", "H", "C", "C", "C", "O", "O", "C", "N", "C", "P", "C", "H", "C", "H", "H", "C", "H", "C", "H", "C", "C", "O", "C", "C", "O", "O", "C", "C", "C"], "positions_angstrom": [[-2.451, 0.626, 1.949], [-2.315, -1.138, 3.529], [2.106, 3.610, -3.122], [0.774, -2.034, 3.378], [5.271, -1.662, -1.217], [0.727, -1.595, 2.021], [-2.824, 0.966, 5.254], [-0.629, -0.259, -3.054], [-2.034, 1.124, -0.598], [0.614, -3.790, -4.013], [0.769, 2.358, 0.269], [-2.862, 3.928, 2.118], [-1.749, -0.947, 0.410], [0.160, -0.995, -2.162], [-1.491, -0.197, -5.006], [-2.009, -2.373, 4.951], [2.310, -1.538, 1.204], [3.501, -2.078, 1.635], [0.273, -2.801, -3.742], [-2.904, 2.588, 3.824], [-0.999, 0.714, -2.762], [3.574, -2.472, 2.635], [-0.914, -0.779, -4.302], [-2.766, 1.264, 4.219], [3.136, -0.667, -1.957], [0.402, 1.984, 1.214], [1.136, -2.872, -1.778], [0.865, 4.399, 0.894], [-3.080, 3.357, 4.559], [4.439, -1.607, -0.531], [-2.536, 0.305, 3.241], [-2.911, -2.230, -0.738], [-2.397, 3.307, -0.327], [-2.250, -1.441, 4.803], [-2.789, 2.914, 2.481], [-3.225, -2.947, -1.590], [1.444, 1.917, -2.006], [0.565, -0.283, -0.543], [1.514, 4.153, -1.134], [-0.681, -2.446, -5.626], [4.576, -2.108, 0.754], [5.513, -2.539, 1.070], [-3.511, -3.611, -2.279], [-0.460, -2.045, -4.648], [1.591, 1.225, -2.823], [1.727, 3.260, -2.172], [1.716, 5.203, -1.277], [2.162, -1.020, -0.074], [-2.552, 1.886, 1.574], [-0.017, -2.459, 1.075], [0.960, 1.466, -0.781], [-2.317, 2.165, 0.060], [-2.215, -1.951, 2.630], [0.210, -0.200, 1.873], [0.575, -2.288, -2.495], [1.039, 3.702, 0.088], [3.241, -1.050, -0.952]], "lowdin_spin": [0.0703, 0.0019, -0.0003, -0.0017, -0.0003, -0.0032, 0.0007, -0.0218, -0.0090, 0.0005, -0.0047, 0.0005, 1.3399, -0.0235, 0.0006, 0.0000, 0.0002, 0.0000, 0.0005, -0.0041, -0.0006, 0.0000, 0.0019, 0.0032, 0.0001, -0.0003, -0.0009, 0.0001, -0.0002, -0.0013, 0.0047, -0.0135, -0.0047, 0.0015, 0.0034, -0.0100, -0.0105, -0.2083, -0.0050, -0.0015, 0.0000, 0.0000, 0.0000, -0.0269, 0.0000, -0.0013, -0.0003, -0.0152, 0.0026, 0.0141, -0.0260, 0.0009, 0.0334, -0.0618, -0.0198, 0.0005, -0.0046], "multiplicity": 2, "total_charge": 1, "e_homo_ev": [-11.87, -11.39], "orbital_gap_ev": [6.591, 7.303], "e_above_lowest_kcal_mol": 85.36, "total_energy_ha": -2472.5580}